ORCA calculation (ωB97M-V/def2-TZVPD) on a structure of composition C5H18BF4N6O5Zn in a non-equilibrium geometry.

The geometry in XYZ format:
```
40
C5H18BF4N6O5Zn ωB97M-V/def2-TZVPD
Zn 0.244 0.312 0.230
B 1.981 1.460 -2.473
F 1.975 0.139 -3.025
F 1.014 2.218 -3.139
F 1.589 1.398 -1.066
F 3.244 1.994 -2.531
C -2.046 -0.903 2.330
O -1.235 -0.587 1.454
N -1.642 -1.635 3.443
N -3.383 -0.564 2.206
H -0.721 -2.025 3.373
H -2.306 -1.991 4.096
H -4.112 -0.898 2.803
H -3.681 -0.182 1.328
C 1.986 -2.388 -0.076
O 1.212 -1.450 0.216
N 2.672 -2.470 -1.239
N 2.130 -3.414 0.828
H 2.672 -1.682 -1.875
H 3.342 -3.200 -1.380
H 1.577 -3.404 1.655
H 2.747 -4.180 0.649
C -1.494 -0.162 -2.508
O -0.973 -0.069 -1.361
N -0.903 -0.830 -3.546
N -2.724 0.431 -2.753
H 0.105 -0.877 -3.554
H -1.408 -0.947 -4.399
H -3.049 0.589 -3.683
H -3.205 0.855 -1.989
C 0.755 2.319 2.311
C 0.229 3.069 1.118
O -0.700 2.177 0.433
O 1.300 1.035 1.876
H -0.057 2.141 3.022
H 1.537 2.893 2.808
H 1.037 3.389 0.456
H -0.314 3.950 1.462
H -1.370 2.701 -0.011
H 1.976 0.788 2.512
```

The calculation puts the orbital gap at 10.61 eV. As for the relative energy (zero: lowest compared OMol25 entry of this formula, charge and spin): 0.0 kJ/mol. As for the HOMO energy: -13.21 eV. Its total energy is -84625.35661 eV. Its net charge is +1.


ORCA calculation (ωB97M-V/def2-TZVPD) on the molecule C4H7ClO2 in a non-equilibrium geometry.

The geometry in XYZ format:
```
14
C4H7ClO2 ωB97M-V/def2-TZVPD
C 0.270 -0.527 -1.299
C 0.660 0.124 0.025
C 0.392 -0.792 1.212
Cl 2.430 0.456 -0.038
O 0.098 1.402 0.204
C -1.483 1.442 0.096
O -2.166 0.502 -0.013
H 0.480 0.144 -2.126
H -0.790 -0.772 -1.303
H 0.841 -1.440 -1.435
H 0.772 -0.342 2.128
H -0.681 -0.949 1.316
H 0.882 -1.748 1.059
H -1.706 2.500 0.172
```

The structure (SMILES) is CC(C)(Cl)OC=O. The calculation puts the orbital gap at 11.41 eV. As for the relative energy (zero: lowest compared OMol25 entry of this formula, charge and spin): 4.8 kJ/mol. As for the HOMO energy: -10.57 eV. Its total energy is -20878.53403 eV. Its net charge is 0.


ORCA calculation (ωB97M-V/def2-TZVPD) on a structure of composition C33H26GdN12S3.

The geometry in XYZ format:
```
75
C33H26GdN12S3 ωB97M-V/def2-TZVPD
Gd 0.136 0.873 -0.272
C 0.083 -2.964 -0.314
N -0.879 -1.940 0.044
C -1.688 -2.152 1.230
C -1.522 -1.031 2.211
N -0.952 0.117 1.949
C -1.094 0.874 3.127
C -0.723 2.183 3.426
C -1.010 2.665 4.688
C -1.662 1.874 5.647
C -2.054 0.583 5.361
C -1.758 0.115 4.087
N -2.021 -1.100 3.466
C 1.485 -2.428 -0.315
N 1.799 -1.158 -0.282
C 3.201 -1.125 -0.341
C 4.088 -0.049 -0.339
C 5.439 -0.324 -0.415
C 5.916 -1.642 -0.489
C 5.052 -2.719 -0.489
C 3.696 -2.425 -0.415
N 2.569 -3.237 -0.391
H -0.132 -3.362 -1.310
H 0.034 -3.815 0.371
H -1.455 -1.685 -0.751
H -1.432 -3.095 1.720
H -2.748 -2.217 0.970
H -0.266 2.819 2.681
H -0.747 3.684 4.940
H -1.876 2.291 6.622
H -2.576 -0.025 6.089
H -2.518 -1.879 3.862
H 3.729 0.969 -0.276
H 6.150 0.492 -0.418
H 6.981 -1.818 -0.547
H 5.416 -3.736 -0.546
H 2.552 -4.240 -0.450
N 3.134 2.840 2.711
C 3.165 1.645 3.399
C 2.379 0.794 2.690
N 1.865 1.442 1.593
C 2.336 2.667 1.636
C 1.987 3.635 0.604
N 1.323 3.261 -0.466
C 1.115 4.400 -1.208
C 1.676 5.464 -0.576
N 2.230 4.964 0.584
H 3.628 3.675 2.976
H 3.732 1.520 4.304
H 2.142 -0.236 2.899
H 0.559 4.378 -2.130
H 1.721 6.509 -0.828
H 2.679 5.514 1.296
S -1.752 0.242 -2.141
C -3.184 0.754 -1.258
C -4.379 0.059 -1.476
C -5.544 0.389 -0.811
C -6.745 -0.365 -1.072
N -7.695 -0.970 -1.297
C -5.532 1.439 0.121
C -4.358 2.130 0.351
C -3.174 1.822 -0.332
S -1.752 2.783 0.011
C -6.717 1.793 0.863
N -7.646 2.079 1.476
H -4.393 -0.755 -2.189
H -4.352 2.931 1.077
S 3.433 1.092 -4.254
C 2.285 -0.159 -4.436
C 1.374 -0.092 -3.437
N 1.579 0.921 -2.524
C 2.636 1.613 -2.849
H 2.321 -0.851 -5.261
H 0.521 -0.746 -3.330
H 2.986 2.463 -2.284
```

As for the expectation value of S²: 16.066. The calculation puts the orbital gap (spin up / spin down) at 7.28 / 5.92 eV. Its spin multiplicity is 8. As for the relative energy (zero: lowest compared OMol25 entry of this formula, charge and spin): 23.8 kJ/mol. As for the HOMO energy (spin up / spin down): -9.71 / -9.73 eV. Its total energy is -105865.03889 eV. Its net charge is +1.


ORCA calculation (ωB97M-V/def2-TZVPD) on the molecule C13H20N6O4 in a non-equilibrium geometry.

The geometry in XYZ format:
```
43
C13H20N6O4 ωB97M-V/def2-TZVPD
C -0.604 -4.574 -1.630
N -1.005 -3.237 -1.231
C -1.433 -2.903 -0.019
O -1.673 -3.744 0.892
C -1.736 -1.393 0.204
C -2.283 -1.051 1.590
C -1.259 -1.035 2.735
C -1.031 -2.054 3.598
N -0.199 -1.590 4.596
C 0.069 -0.302 4.322
N -0.551 0.081 3.198
N -0.664 -0.399 -0.125
C -0.037 -0.161 -1.292
O -0.168 -0.856 -2.291
C 0.860 1.077 -1.283
C 1.726 1.273 -2.540
C 2.856 2.291 -2.287
N 4.000 1.715 -1.950
O 2.772 3.489 -2.380
N 0.244 2.346 -1.021
C -0.064 2.877 0.163
C -0.262 4.348 0.032
O -0.225 2.302 1.226
H -1.199 -5.306 -1.093
H -0.676 -4.704 -2.714
H 0.470 -4.705 -1.402
H -0.885 -2.536 -1.974
H -2.525 -1.129 -0.522
H -3.110 -1.746 1.811
H -2.703 -0.052 1.541
H -1.447 -3.074 3.547
H 0.685 0.356 4.926
H -0.460 0.992 2.792
H -0.442 0.226 0.625
H 1.565 0.881 -0.475
H 2.138 0.356 -2.884
H 1.128 1.689 -3.318
H 4.093 0.720 -1.871
H 4.720 2.352 -1.702
H 0.262 2.987 -1.807
H -1.273 4.576 -0.404
H -0.177 4.821 1.022
H 0.502 4.795 -0.601
```

The structure (SMILES) is CNC(=O)[C@@H](Cc1cnc[nH]1)NC(=O)[C@@H](CC(N)=O)NC(C)=O. The calculation puts the orbital gap at 8.57 eV. As for the relative energy (zero: lowest compared OMol25 entry of this formula, charge and spin): 0.0 kJ/mol. As for the HOMO energy: -8.28 eV. Its total energy is -30938.15450 eV. Its net charge is 0.


ORCA calculation (ωB97M-V/def2-TZVPD) on a structure of composition C39H64Ge2N5O5P2V in a non-equilibrium geometry.

The geometry in XYZ format:
```
118
C39H64Ge2N5O5P2V ωB97M-V/def2-TZVPD
V 0.230 -1.403 0.034
C -4.329 0.185 -1.992
C -3.267 -0.350 -1.025
Ge -1.424 -0.364 -1.725
C -1.169 -1.349 -3.422
C -2.386 -1.318 -4.352
C -1.137 1.491 -2.259
C -0.545 2.665 -2.030
Ge 1.048 3.356 -1.115
C 2.664 2.966 -2.146
C 2.919 3.653 -3.488
C 0.727 5.030 -0.134
C 0.608 6.374 -0.853
C -1.112 3.852 -2.756
C -0.322 4.707 -3.520
C -0.883 5.771 -4.215
C -2.246 6.007 -4.137
C -3.044 5.177 -3.358
C -2.483 4.112 -2.673
H -5.274 0.311 -1.462
H -4.515 -0.483 -2.828
H -4.057 1.161 -2.397
H -3.541 -1.347 -0.671
H -3.228 0.299 -0.151
H -0.876 -2.380 -3.240
H -0.315 -0.868 -3.906
H -3.219 -1.889 -3.944
H -2.129 -1.754 -5.318
H -2.739 -0.304 -4.543
H -1.885 1.598 -3.056
H 2.605 1.886 -2.288
H 3.513 3.137 -1.483
H 2.169 3.382 -4.231
H 3.884 3.335 -3.882
H 2.944 4.740 -3.406
H 1.551 5.077 0.586
H -0.202 4.835 0.417
H 1.494 6.593 -1.449
H 0.502 7.173 -0.118
H -0.258 6.408 -1.507
H 0.742 4.538 -3.625
H -0.254 6.409 -4.821
H -2.687 6.833 -4.678
H -4.107 5.363 -3.283
H -3.107 3.484 -2.048
N 2.531 -2.761 1.395
C 3.821 -2.830 0.692
C 3.680 -2.264 -0.726
C 3.103 -0.890 -0.614
O 3.783 0.103 -0.432
O 1.777 -0.817 -0.647
H 2.447 -1.878 1.894
H 2.506 -3.474 2.113
H 4.136 -3.869 0.612
H 4.613 -2.295 1.224
H 3.002 -2.905 -1.290
H 4.647 -2.215 -1.222
N -1.031 1.303 1.173
C -0.668 0.280 0.772
C -0.226 -4.345 2.117
P -0.563 -2.560 2.258
C -2.294 -2.492 2.798
C -2.738 -3.397 3.767
C -4.043 -3.344 4.222
C -4.919 -2.385 3.722
C -4.482 -1.478 2.772
C -3.171 -1.531 2.312
C 0.312 -2.047 3.768
C -0.069 -0.839 4.353
C 0.487 -0.439 5.556
C 1.441 -1.233 6.184
C 1.819 -2.437 5.613
C 1.248 -2.848 4.414
H -0.240 -4.830 3.092
H 0.738 -4.515 1.639
H -1.012 -4.786 1.518
H -2.068 -4.137 4.186
H -4.380 -4.047 4.971
H -5.939 -2.348 4.080
H -5.158 -0.726 2.385
H -2.837 -0.809 1.583
H -0.840 -0.238 3.883
H 0.152 0.473 6.034
H 1.863 -0.928 7.133
H 2.536 -3.075 6.113
H 1.522 -3.816 4.013
C 1.151 -4.347 -2.936
N -0.105 -4.780 -2.325
C -0.679 -6.012 -2.883
C -0.755 -4.038 -1.460
C -2.174 -4.386 -1.105
O -0.223 -2.990 -0.975
H 0.997 -4.238 -4.010
H 1.924 -5.094 -2.766
H 1.447 -3.388 -2.521
H 0.142 -6.653 -3.192
H -1.297 -5.788 -3.753
H -1.265 -6.542 -2.139
H -2.741 -4.670 -1.990
H -2.643 -3.523 -0.636
H -2.212 -5.227 -0.416
N 4.651 2.387 0.788
C 3.987 2.001 2.071
P 2.154 1.799 1.854
O 1.818 2.597 0.595
O 1.814 0.379 2.051
C 1.469 2.812 3.252
N 0.170 3.469 2.899
H 5.654 2.540 0.909
H 4.232 3.234 0.401
H 4.495 1.623 0.097
H 4.243 2.744 2.826
H 4.393 1.038 2.375
H 2.162 3.596 3.552
H 1.299 2.148 4.097
H -0.336 3.762 3.736
H -0.443 2.821 2.350
H 0.323 4.296 2.317
```

As for the expectation value of S²: 0.912. The calculation puts the orbital gap (spin up / spin down) at 7.11 / 7.69 eV. Its spin multiplicity is 2. As for the relative energy (zero: lowest compared OMol25 entry of this formula, charge and spin): 0.0 kJ/mol. As for the HOMO energy (spin up / spin down): -14.98 / -14.98 eV. Its total energy is -216446.84701 eV. Its net charge is +3.